A single C6H11N molecule in a non-equilibrium geometry. Source: the OMol25 dataset; level of theory: ωB97M-V with the def2-TZVPD basis set.

**SMILES string**: CC(C)[C@@H](C)C#N
**Energy above the lowest of the compared OMol25 structures with the same formula, charge and spin**: 0.106 eV
**LUMO level**: 0.91 eV
**Max |F|**: 1.099 eV Å⁻¹
**E_HOMO**: -11.34 eV
**Kohn-Sham gap**: 0.45025 hartree
**Total charge**: 0

XYZ file:
```
18
Properties=species:S:1:pos:R:3:forces:R:3:lowdin_charge:R:1
C -1.052 1.545 0.587 -0.026 0.047 -0.003 -0.081
C 0.009 0.444 0.567 0.035 0.030 0.031 -0.402
C -0.461 -0.796 1.355 -0.046 -0.070 0.034 -0.060
C 0.430 0.110 -0.883 0.033 0.054 -0.017 -0.352
C 1.648 -0.819 -0.963 0.056 -0.060 0.007 -0.057
C -0.703 -0.457 -1.636 -0.764 -0.363 -0.472 -0.208
N -1.600 -0.902 -2.216 0.856 0.401 0.561 0.160
H -0.705 2.449 0.074 -0.040 -0.120 0.065 0.080
H -1.300 1.817 1.618 0.030 -0.042 -0.139 0.082
H -1.973 1.206 0.098 0.140 0.036 0.068 0.082
H 0.918 0.844 1.038 -0.109 -0.088 -0.077 0.133
H -1.528 -0.722 1.590 0.147 -0.019 -0.054 0.079
H 0.078 -0.900 2.301 -0.093 0.028 -0.131 0.079
H -0.326 -1.729 0.797 0.007 0.154 0.074 0.071
H 0.687 1.055 -1.382 -0.060 -0.113 0.064 0.144
H 1.958 -0.969 -2.001 -0.049 0.016 0.145 0.085
H 2.484 -0.376 -0.411 -0.134 -0.045 -0.090 0.086
H 1.434 -1.801 -0.530 0.016 0.153 -0.066 0.079
```
Forces are in eV/Å.